Record 1
Computed, not measured: a cluster of 2 separate species, C17H38N5O2 in total, with ωB97M-V with the def2-TZVPD basis set.

Maximum force (eV/A): 0.50
HOMO (eV): -11.8
Total charge: +1
LUMO (eV): -2.3
HOMO-LUMO gap (Eh): 0.347
ΔE to the lowest compared entry with this formula, charge and spin (kcal per mole): 0.0

XYZ file:
```
62
Properties=species:S:1:pos:R:3:forces:R:3:mulliken_charge:R:1
C 7.1822 -0.9938 1.3097 -0.04 0.10 0.02 -0.750
O 5.8483 -0.5125 1.2585 -0.05 -0.06 0.00 -0.352
C 5.6504 0.5453 0.3459 -0.19 -0.04 0.22 -0.930
C 4.1536 0.7906 0.2231 0.38 0.13 -0.10 0.404
C 3.8417 1.6292 -1.0131 -0.06 -0.23 -0.05 -0.798
C 2.4123 2.1873 -1.1292 0.29 0.16 -0.04 -0.884
C 1.7469 2.6411 0.1659 -0.40 0.12 -0.27 -0.420
C 0.2243 2.8285 0.0231 0.21 0.06 0.27 -0.980
C -0.5580 2.5748 1.3262 -0.24 0.21 -0.05 -1.201
C -1.4384 1.3169 1.3270 0.23 -0.19 0.02 0.241
C -0.9246 0.2059 2.2638 -0.37 0.08 -0.31 -1.229
N -1.0184 -1.1204 1.6620 0.22 0.30 0.16 0.027
C -1.8611 -2.1011 1.9014 -0.41 -0.13 0.16 -0.100
N -1.6862 -3.1386 1.1091 -0.10 -0.43 -0.06 -0.594
C -0.6573 -2.7896 0.3332 0.18 0.03 -0.11 0.634
N -0.1471 -3.5369 -0.6397 -0.20 -0.25 -0.06 0.117
N -0.6587 -4.8584 -0.8126 -0.01 0.20 -0.11 -0.739
N -0.2155 -1.5552 0.6402 0.19 0.06 -0.09 0.309
C 0.8487 -0.7786 0.0343 -0.08 -0.11 -0.01 -1.101
H 7.8722 -0.3091 0.8152 0.05 0.03 -0.01 0.354
H 7.2439 -1.9696 0.8275 0.04 -0.05 -0.06 0.248
H 7.4847 -1.0908 2.3502 -0.01 -0.04 0.06 0.247
H 6.0892 0.3094 -0.6290 0.02 -0.05 -0.08 0.448
H 6.1226 1.4559 0.7325 0.16 0.05 -0.16 0.369
H 3.6753 -0.1900 0.1728 -0.13 0.01 0.06 -0.271
H 3.8406 1.2983 1.1340 -0.13 -0.12 0.09 0.260
H 4.0075 0.9869 -1.8807 0.12 0.10 -0.12 0.336
H 4.5804 2.4277 -1.1001 -0.05 0.15 0.14 0.395
H 1.7878 1.4624 -1.6589 -0.10 -0.10 0.15 0.396
H 2.4555 3.0575 -1.7870 -0.10 -0.07 -0.17 0.414
H 2.1737 3.6063 0.4409 0.17 -0.10 0.32 0.416
H 1.9303 1.9515 0.9893 0.13 -0.06 0.01 0.174
H 0.0217 3.8515 -0.2863 0.01 0.00 -0.25 0.586
H -0.1496 2.1769 -0.7697 -0.09 0.00 -0.05 0.446
H 0.1335 2.5329 2.1701 0.06 0.07 0.05 0.582
H -1.1974 3.4341 1.5197 -0.02 0.02 0.05 0.375
H -2.4586 1.5516 1.6202 -0.07 0.00 -0.06 0.498
H -1.5077 0.9114 0.3166 -0.07 0.01 -0.06 -0.044
H -1.5665 0.1342 3.1377 0.21 0.02 0.22 0.271
H 0.1020 0.3720 2.5798 0.06 -0.03 0.10 0.562
H -2.6266 -2.0255 2.6562 0.00 0.03 0.06 0.399
H 0.5806 -3.2091 -1.2473 -0.02 0.08 -0.04 0.204
H -1.6338 -4.7683 -1.0897 -0.04 -0.01 0.05 0.255
H -0.1802 -5.2452 -1.6180 0.14 -0.08 0.09 0.283
H 1.6373 -1.4617 -0.2724 0.05 -0.04 0.02 0.525
H 0.4808 -0.2270 -0.8289 0.02 0.09 0.01 0.271
H 1.2775 -0.1014 0.7655 -0.02 0.05 -0.02 0.348
C -6.7723 0.2635 -1.0926 0.04 -0.09 0.02 -1.099
C -5.4076 0.8411 -0.7681 -0.08 0.08 -0.04 -0.332
O -4.5186 -0.0832 -0.1512 0.15 0.02 0.11 -0.359
C -4.2089 -1.2423 -0.9008 0.08 -0.07 -0.02 -0.070
C -3.5207 -0.9631 -2.2274 -0.02 0.07 0.02 -1.068
H -7.2442 -0.1347 -0.1939 -0.01 0.01 0.00 0.301
H -7.4133 1.0430 -1.5035 0.00 0.02 0.01 0.400
H -6.7175 -0.5380 -1.8302 0.00 0.03 -0.03 0.272
H -5.5119 1.6493 -0.0448 0.02 0.00 0.02 0.318
H -4.9476 1.2735 -1.6632 0.01 -0.04 -0.02 0.332
H -5.0968 -1.8647 -1.0522 -0.03 0.05 -0.03 0.390
H -3.5357 -1.8129 -0.2587 -0.06 -0.05 -0.01 0.000
H -4.1615 -0.4142 -2.9167 -0.02 -0.03 -0.02 0.375
H -3.2489 -1.9023 -2.7119 0.01 -0.01 0.01 0.395
H -2.6144 -0.3718 -2.0740 0.01 0.00 0.00 0.143
```
Forces are in eV/Å.

***

Record 2
Computed, not measured: a structure of composition C17H39AuNO6P2, with ωB97M-V with the def2-TZVPD basis set.

Maximum force (eV/A): 0.91
HOMO (eV): -2.9
Total charge: -1
LUMO (eV): 2.7
HOMO-LUMO gap (Eh): 0.207
ΔE to the lowest compared entry with this formula, charge and spin (kcal per mole): 6.3

XYZ file:
```
66
Properties=species:S:1:pos:R:3:forces:R:3:mulliken_charge:R:1
Au -0.5850 0.2211 0.3535 0.35 0.42 -0.02 -0.086
C -4.9568 -1.6571 -1.7674 -0.03 0.03 0.05 -0.903
C -4.1573 -1.9783 -3.0196 -0.02 0.03 -0.06 0.550
C -3.8284 -3.4634 -3.1026 0.00 -0.03 -0.02 -1.300
O -2.9537 -1.2057 -3.2081 0.02 0.07 0.08 -0.486
P -2.0494 -0.4257 -2.1274 -0.17 -0.58 -0.17 1.097
O -0.9252 0.2168 -2.8168 -0.07 -0.08 -0.15 -0.869
C -1.5728 -1.7512 -0.9684 0.27 0.48 0.29 -1.310
P -1.8117 -1.9512 0.9046 -0.12 -0.83 -0.35 1.496
O -0.6671 -2.4966 1.6718 -0.08 0.04 -0.04 -0.893
O -2.8384 -3.2149 0.5568 0.09 0.09 0.04 -0.224
C -3.2910 -4.0400 1.6268 -0.05 0.07 0.11 1.155
C -4.7379 -4.3877 1.3319 -0.03 -0.08 0.05 -1.446
C -2.3907 -5.2544 1.7391 -0.04 -0.10 0.03 -1.506
O -2.9082 -1.1267 1.7052 -0.18 0.32 -0.04 -0.131
C -2.5518 -0.3170 2.8629 0.09 -0.24 0.15 1.401
C -3.3673 0.9495 2.8025 -0.10 -0.01 0.00 -1.069
C -2.8042 -1.1700 4.0908 -0.07 0.01 0.06 -1.768
O -3.0631 0.5263 -1.3877 -0.12 0.21 0.13 0.111
C -3.0706 1.9508 -1.7126 0.13 -0.04 -0.02 0.396
C -4.2003 2.1892 -2.6932 -0.06 0.08 0.03 -1.538
C -3.1945 2.7063 -0.4137 -0.07 0.09 -0.06 -0.752
H -5.8152 -2.3319 -1.7358 -0.03 0.00 -0.03 0.542
H -5.3170 -0.6310 -1.7598 0.02 0.02 -0.03 0.124
H -4.3832 -1.8242 -0.8559 0.04 -0.03 0.00 0.013
H -4.7617 -1.7095 -3.8908 0.02 -0.04 0.00 0.318
H -3.4847 -3.8592 -2.1457 0.04 0.03 0.03 0.075
H -3.0627 -3.6393 -3.8574 -0.01 0.00 -0.03 0.310
H -4.7248 -4.0211 -3.3810 -0.01 0.00 0.01 0.491
H -0.4940 -1.8779 -1.1193 0.00 -0.04 -0.07 0.885
H -2.0536 -2.6553 -1.3252 0.13 -0.09 -0.05 0.082
H -3.2484 -3.4784 2.5665 0.01 0.01 -0.06 -0.206
H -4.8082 -4.9843 0.4194 0.02 0.01 -0.03 0.281
H -5.3174 -3.4758 1.1921 -0.02 0.03 0.02 0.330
H -5.1780 -4.9619 2.1504 0.02 0.00 0.00 0.406
H -2.4196 -5.8257 0.8086 0.01 -0.01 -0.02 0.276
H -2.7237 -5.9030 2.5530 0.00 -0.01 0.01 0.416
H -1.3671 -4.9375 1.9292 0.01 0.02 -0.01 0.310
H -1.4906 -0.0734 2.7893 -0.10 0.08 0.01 -0.513
H -4.3999 0.7103 2.5362 -0.04 0.03 0.01 0.272
H -2.9270 1.6292 2.0754 0.00 -0.05 0.01 -0.049
H -3.3666 1.4432 3.7761 0.05 0.02 0.02 0.484
H -3.8269 -1.5568 4.0853 -0.03 0.03 0.03 0.275
H -2.6670 -0.5725 4.9936 0.03 0.01 0.01 0.481
H -2.1110 -2.0115 4.1256 0.01 0.00 -0.05 0.363
H -2.1112 2.1782 -2.1833 -0.04 -0.01 0.04 0.440
H -5.1611 1.9552 -2.2296 -0.02 -0.01 0.01 0.282
H -4.0817 1.5748 -3.5856 0.03 -0.03 -0.03 0.339
H -4.2128 3.2377 -2.9957 0.00 0.01 0.00 0.442
H -4.0876 2.3834 0.1247 -0.05 0.00 0.01 0.212
H -3.2867 3.7739 -0.6290 0.00 0.02 0.01 0.470
H -2.3085 2.5525 0.2079 0.01 0.02 0.02 -0.241
C 0.6249 3.4818 2.7072 0.08 0.03 0.05 -1.963
C 0.7563 2.0752 2.1002 -0.32 0.12 -0.10 1.755
C 2.0303 2.0398 1.2413 0.06 -0.01 -0.02 -1.796
C 0.9163 1.0696 3.2515 0.03 -0.02 0.02 -1.561
N -0.4771 1.9115 1.3407 0.31 -0.12 0.11 -0.620
H 1.5285 3.7621 3.2590 0.00 0.00 0.02 0.405
H -0.2285 3.5172 3.3862 -0.03 -0.01 0.01 0.383
H 0.4568 4.2108 1.9137 0.01 0.01 -0.03 0.405
H 2.9322 2.2659 1.8232 0.02 0.02 0.03 0.427
H 1.9437 2.7607 0.4270 -0.02 0.01 -0.02 0.384
H 2.1435 1.0481 0.7971 0.01 -0.01 0.01 0.341
H 1.7878 1.2953 3.8781 0.02 0.00 0.01 0.472
H 1.0242 0.0586 2.8516 0.01 -0.03 -0.02 0.330
H 0.0232 1.0861 3.8804 0.01 0.04 0.04 0.199
```
Forces are in eV/Å.

***

Record 3
Computed, not measured: an isolated molecule of C17H40BN3S in a non-equilibrium geometry, with ωB97M-V with the def2-TZVPD basis set.

Maximum force (eV/A): 2.73
HOMO (eV): -8.9
Total charge: 0
LUMO (eV): -0.2
HOMO-LUMO gap (Eh): 0.321
SMILES: CCCCCCCCCCCCCCCB(S)CC(N)(N)N

XYZ file:
```
62
Properties=species:S:1:pos:R:3:forces:R:3:mulliken_charge:R:1
C 6.4122 -1.7156 0.7826 0.00 0.41 -0.08 -0.898
C 6.0355 -0.4906 -0.2638 0.90 -0.35 0.04 -0.259
C 4.8668 -0.8688 -1.3495 0.21 -0.60 0.24 -0.729
C 3.3504 -0.4032 -0.9273 -0.26 1.19 -0.51 -0.319
C 3.2258 1.2286 -0.5958 0.81 -0.56 -0.04 -0.770
C 1.6486 1.7177 -0.4363 0.63 0.18 0.64 0.589
C 1.2722 3.0152 -1.4036 1.16 -0.30 -0.72 -0.607
C 0.0967 2.7040 -2.5028 0.05 -0.82 0.13 -0.732
C -1.4366 2.7907 -1.9271 -0.38 0.33 -1.16 0.368
C -1.6921 3.9318 -0.7835 0.64 0.32 -0.26 -0.827
C -1.3529 3.4877 0.7539 -0.80 0.62 1.15 -0.483
C -1.6921 1.9302 1.1303 0.03 -0.02 -0.68 0.662
C -1.5768 1.5515 2.7209 -1.06 -0.71 -0.67 -0.653
C -1.9431 -0.0700 2.9035 0.33 0.18 0.16 -0.577
C -1.0112 -1.0554 1.9826 0.71 -0.37 -1.12 -0.154
B -1.9569 -1.7266 0.7703 -0.42 0.15 2.15 0.354
S -1.7640 -1.1222 -1.0080 -0.75 1.03 -0.25 -0.389
C -2.9972 -2.9102 1.2561 -0.36 0.15 -0.58 -0.963
C -3.7492 -3.7106 0.0390 -0.45 -1.35 0.06 0.707
N -2.8252 -4.3044 -1.0047 0.21 0.68 0.67 -0.617
N -4.8234 -2.9191 -0.6738 1.27 0.13 0.40 -0.653
N -4.4573 -4.9125 0.6979 -0.44 0.95 -0.95 -0.645
H 6.6641 -1.2069 1.8232 -0.40 -1.37 -2.12 0.264
H 5.4968 -2.4473 0.9185 1.90 1.45 -0.22 0.264
H 7.3609 -2.3175 0.3804 -2.21 1.25 1.01 0.241
H 7.0368 -0.2792 -0.8766 -2.23 -0.19 1.39 0.266
H 5.7928 0.4497 0.4064 0.35 -1.81 -1.71 0.165
H 4.8584 -2.0538 -1.4523 0.03 2.45 0.16 0.330
H 5.2015 -0.4568 -2.4184 -1.07 -0.67 2.36 0.310
H 2.9026 -0.9662 -0.0019 1.04 0.76 -1.83 0.194
H 2.6604 -0.5791 -1.8708 1.25 0.15 1.99 0.263
H 3.8619 1.4666 0.3842 -1.54 -0.48 -2.07 0.146
H 3.7959 1.7671 -1.4755 -1.33 -0.83 1.65 0.213
H 0.9914 0.7700 -0.6487 0.98 1.95 0.26 -0.298
H 1.4942 2.0235 0.7062 0.19 -0.74 -2.48 0.076
H 1.1011 3.9902 -0.7645 0.11 -2.06 -1.32 0.242
H 2.2650 3.2229 -2.0332 -2.15 -0.35 1.32 0.458
H 0.2538 1.5747 -2.8561 -0.23 2.42 0.69 0.196
H 0.2142 3.3559 -3.4783 -0.18 -1.05 2.16 0.314
H -2.1188 3.0953 -2.8588 1.41 -0.72 1.99 0.410
H -1.7618 1.7043 -1.6413 0.51 2.22 -0.15 -0.612
H -2.7945 4.3616 -0.8727 2.30 -1.10 0.28 0.329
H -0.9551 4.8344 -1.0419 -1.73 -1.82 0.49 0.258
H -2.0472 4.1587 1.4564 1.50 -1.32 -1.44 0.359
H -0.2419 3.7900 1.0624 -2.32 -0.94 -0.79 0.163
H -2.8080 1.6664 0.8069 2.25 0.69 0.57 0.266
H -0.9921 1.2629 0.4334 -1.50 1.26 1.82 -0.724
H -0.5183 1.8184 3.1462 -2.06 -0.62 -0.73 0.272
H -2.4428 2.1151 3.3157 2.11 -0.94 -1.23 0.309
H -1.7987 -0.3571 4.0289 -0.39 0.53 -2.12 0.234
H -3.0684 -0.2876 2.6100 2.16 0.80 0.76 0.237
H -0.1188 -0.4596 1.4645 -1.76 -1.18 1.40 -0.053
H -0.5667 -1.9662 2.5841 -0.80 1.95 -0.88 0.362
H -2.9034 -0.3096 -1.2409 1.13 -1.23 0.61 0.031
H -3.8328 -2.4379 1.9537 1.71 -1.04 -1.27 0.222
H -2.3537 -3.6619 1.9189 -1.61 1.37 -1.43 0.276
H -1.8527 -4.4354 -0.6455 -1.23 0.27 -0.64 0.246
H -2.8387 -3.7621 -1.8982 0.32 -0.45 1.53 0.250
H -5.0307 -3.4112 -1.5739 0.31 0.86 1.05 0.261
H -4.5329 -1.9252 -0.8212 -0.26 -1.42 -0.19 0.223
H -5.4215 -4.5647 0.8989 1.05 -0.44 -0.05 0.321
H -4.5826 -5.6905 0.0105 0.38 1.14 0.54 0.308
```
Forces are in eV/Å.